No. 1
Molecular formula: C46H48F6O7S
Method: DFT, ωB97M-V with the def2-TZVPD basis set

```
108
C46H48F6O7S, DFT ωB97M-V with the def2-TZVPD basis set
C -1.75 -0.01 -5.53
O -2.11 0.75 -4.38
C -1.03 1.54 -3.92
C -0.02 0.71 -3.11
C 0.06 1.18 -1.65
C 1.31 0.71 -0.90
C 1.00 -0.67 -0.32
C 1.93 -1.14 0.78
O 1.71 -2.54 1.05
C 2.58 -3.38 0.43
C 3.06 -4.49 1.31
O 2.92 -3.25 -0.73
C 1.83 1.74 0.06
O 2.31 2.77 -0.89
S 3.04 2.00 -2.09
O 2.51 2.56 -3.29
O 4.46 2.01 -1.99
O 2.48 0.54 -1.74
H -1.98 -1.05 -5.34
H -2.37 0.32 -6.37
H -0.69 0.06 -5.77
H -1.39 2.37 -3.33
H -0.53 1.97 -4.79
H 0.94 0.75 -3.60
H -0.34 -0.34 -3.11
H -0.01 2.26 -1.64
H -0.82 0.82 -1.13
H -0.02 -0.73 0.05
H 1.07 -1.39 -1.14
H 1.65 -0.66 1.71
H 2.98 -0.95 0.56
H 3.51 -4.08 2.21
H 3.74 -5.11 0.76
H 2.21 -5.10 1.62
H 2.75 1.37 0.51
H 1.14 2.25 0.71
F -1.99 -3.09 -4.77
C -1.26 -3.85 -3.93
C -0.08 -3.33 -3.42
C 0.68 -4.11 -2.56
C 0.25 -5.39 -2.22
C -0.93 -5.89 -2.75
C -1.70 -5.12 -3.61
H 0.23 -2.34 -3.71
H 1.60 -3.71 -2.15
H 0.85 -5.99 -1.55
H -1.25 -6.89 -2.49
H -2.62 -5.49 -4.02
F -0.12 1.99 2.30
C -0.14 1.80 3.64
C 0.73 0.89 4.20
C 0.72 0.70 5.57
C -0.17 1.42 6.36
C -1.04 2.33 5.78
C -1.03 2.53 4.41
H 1.41 0.34 3.56
H 1.40 -0.01 6.02
H -0.18 1.27 7.43
H -1.73 2.89 6.40
H -1.69 3.24 3.93
F 3.50 0.63 6.77
C 4.53 -0.08 6.25
C 5.32 -0.83 7.09
C 6.37 -1.56 6.54
C 6.61 -1.51 5.18
C 5.80 -0.74 4.35
C 4.75 -0.02 4.89
H 5.12 -0.84 8.15
H 7.00 -2.16 7.18
H 7.43 -2.08 4.76
H 6.00 -0.70 3.29
H 4.10 0.58 4.26
F -3.19 4.28 -3.48
C -4.21 4.23 -4.36
C -4.99 3.09 -4.39
C -6.05 3.03 -5.28
C -6.31 4.11 -6.13
C -5.51 5.24 -6.08
C -4.45 5.31 -5.18
H -4.76 2.27 -3.73
H -6.68 2.15 -5.32
H -7.14 4.06 -6.82
H -5.71 6.07 -6.74
H -3.82 6.18 -5.12
F -1.06 -6.81 1.00
C -2.41 -6.72 1.04
C -3.06 -5.89 0.15
C -4.44 -5.81 0.20
C -5.15 -6.55 1.14
C -4.48 -7.38 2.02
C -3.09 -7.47 1.98
H -2.49 -5.32 -0.56
H -4.97 -5.17 -0.49
H -6.23 -6.48 1.17
H -5.03 -7.95 2.76
H -2.55 -8.11 2.66
F -0.15 9.12 1.78
C 0.39 7.93 1.45
C 0.93 7.77 0.19
C 1.49 6.55 -0.15
C 1.50 5.51 0.78
C 0.95 5.70 2.04
C 0.39 6.92 2.38
H 0.91 8.59 -0.52
H 1.93 6.40 -1.13
H 1.94 4.56 0.51
H 0.95 4.89 2.75
H -0.04 7.09 3.36
```

## Properties
- DFT total energy (eV) = -89951.589
- E_LUMO (Eh) = 0.012
- structure (SMILES) = COCCC[C@]1(CCOC(C)=O)COS(=O)(=O)O1.Fc1ccccc1.Fc1ccccc1.Fc1ccccc1.Fc1ccccc1.Fc1ccccc1.Fc1ccccc1
- highest occupied orbital energy (eV) = -9.16
- Kohn-Sham gap (eV) = 9.50


No. 2
Molecular formula: C46H48N3OPRh
Method: DFT, ωB97M-V with the def2-TZVPD basis set

```
100
C46H48N3OPRh, DFT ωB97M-V with the def2-TZVPD basis set
Rh 0.43 -0.18 -1.87
N -2.28 -1.71 -1.19
N -0.46 -2.52 -3.25
C 2.20 0.79 -2.14
C 2.41 -0.53 -1.62
C 1.71 -0.61 -0.36
C 1.64 -1.84 0.49
H 1.37 -2.70 -0.13
H 0.87 -1.73 1.25
H 2.60 -2.06 0.97
C 1.07 0.65 -0.12
C 0.25 1.03 1.07
H 0.64 1.94 1.54
H 0.25 0.23 1.81
H -0.79 1.22 0.77
C 1.34 1.51 -1.24
C 0.75 2.86 -1.47
H -0.02 3.07 -0.73
H 0.29 2.91 -2.47
H 1.53 3.64 -1.43
C 3.17 -1.65 -2.26
H 4.14 -1.80 -1.79
H 3.33 -1.42 -3.32
H 2.60 -2.58 -2.19
C 2.70 1.35 -3.43
H 1.85 1.63 -4.07
H 3.30 0.61 -3.96
H 3.30 2.25 -3.27
C -2.93 -1.26 -0.07
H -3.68 -0.47 -0.19
C -3.14 -2.21 1.14
H -3.97 -1.98 1.83
C -2.71 -3.56 0.96
H -3.14 -4.33 1.60
C -1.83 -3.82 -0.05
H -1.36 -4.80 -0.16
C -1.53 -2.84 -1.07
C -0.49 -3.12 -1.99
H 0.04 -4.08 -1.93
C -0.34 -1.17 -3.39
C -0.51 -3.10 -4.53
H -0.61 -4.16 -4.65
C -0.48 -2.10 -5.42
H -0.56 -2.09 -6.50
N -0.37 -0.89 -4.72
C -0.55 0.43 -5.25
C 0.38 0.92 -6.18
C 0.21 2.23 -6.64
H 0.92 2.65 -7.35
C -0.85 3.03 -6.19
C -1.01 4.45 -6.63
H -0.87 5.14 -5.79
H -2.03 4.61 -7.01
H -0.30 4.69 -7.42
C -1.78 2.49 -5.30
H -2.62 3.09 -4.96
C -1.67 1.17 -4.85
C -2.76 0.55 -4.04
H -3.24 -0.30 -4.55
H -3.54 1.30 -3.86
H -2.43 0.19 -3.05
C 1.52 0.09 -6.68
H 1.20 -0.66 -7.42
H 2.06 -0.43 -5.87
H 2.25 0.75 -7.19
O -2.17 -1.16 1.15
P 0.19 0.17 4.31
C -1.57 -0.24 4.41
C -2.45 0.73 3.89
C -3.83 0.55 3.99
C -4.35 -0.60 4.59
C -3.48 -1.58 5.07
C -2.09 -1.42 4.98
C 1.63 -0.91 4.55
C 1.75 -1.83 5.62
C 2.95 -2.52 5.80
C 4.05 -2.30 4.95
C 3.94 -1.38 3.90
C 2.75 -0.67 3.71
C 0.39 1.48 5.53
C -0.35 1.50 6.73
C -0.24 2.61 7.58
C 0.65 3.65 7.28
C 1.43 3.58 6.12
C 1.30 2.51 5.23
H -2.04 1.63 3.43
H -4.50 1.31 3.59
H -5.43 -0.72 4.68
H -3.88 -2.48 5.53
H -1.41 -2.19 5.34
H 0.90 -1.99 6.28
H 3.05 -3.22 6.62
H 4.99 -2.84 5.11
H 4.78 -1.21 3.24
H 2.68 0.08 2.93
H -1.01 0.67 6.99
H -0.84 2.65 8.48
H 0.73 4.51 7.94
H 2.15 4.37 5.90
H 1.88 2.46 4.31
```

## Properties
- DFT total energy (eV) = -67288.142
- charge = -1
- E_LUMO (spin up / spin down) (Eh) = 0.088 / -0.003
- highest occupied orbital energy (spin up / spin down) (eV) = -1.47 / -3.04
- spin multiplicity = 5
- Kohn-Sham gap (spin up / spin down) (eV) = 3.87 / 2.96
- expectation value of S² = 6.038
- relative energy (zero: lowest compared OMol25 entry of this formula, charge and spin) (kJ/mol) = 412.67


No. 3
Molecular formula: C46H48N9PS4TeTl
Method: DFT, ωB97M-V with the def2-TZVPD basis set

```
110
C46H48N9PS4TeTl, DFT ωB97M-V with the def2-TZVPD basis set
Tl 0.31 0.44 0.26
C 2.85 5.46 -2.41
C 3.38 4.16 -1.93
N 4.62 3.80 -1.93
N 4.60 2.54 -1.41
C 3.38 2.10 -1.09
S 3.01 0.59 -0.41
N 2.58 3.15 -1.43
N 1.20 3.14 -1.32
H 3.68 6.12 -2.63
H 2.21 5.92 -1.65
H 2.26 5.33 -3.32
H 5.46 2.02 -1.29
H 0.78 3.46 -2.18
H 0.89 3.68 -0.52
C 4.20 -5.16 -1.95
C 4.35 -3.79 -2.12
C 3.34 -2.92 -1.76
C 2.15 -3.41 -1.22
C 2.00 -4.78 -1.05
C 3.02 -5.65 -1.41
P 0.83 -2.22 -0.83
C -0.51 -3.26 -0.15
C -1.63 -3.65 -0.88
C -2.63 -4.40 -0.27
C -2.52 -4.78 1.06
C -1.39 -4.41 1.79
C -0.40 -3.65 1.19
C 0.19 -1.75 -2.47
C 0.33 -2.62 -3.52
C -0.24 -2.35 -4.78
C -0.97 -1.22 -4.97
C -1.13 -0.28 -3.92
C -1.90 0.89 -4.13
C -2.05 1.82 -3.15
C -1.41 1.63 -1.91
C -0.67 0.51 -1.66
C -0.52 -0.51 -2.65
H 4.99 -5.83 -2.23
H 5.27 -3.40 -2.54
H 3.47 -1.85 -1.89
H 1.08 -5.19 -0.63
H 2.89 -6.72 -1.27
H -1.74 -3.36 -1.91
H -3.50 -4.70 -0.84
H -3.29 -5.36 1.53
H -1.29 -4.71 2.82
H 0.47 -3.34 1.76
H 0.87 -3.54 -3.38
H -0.11 -3.06 -5.59
H -1.44 -1.01 -5.92
H -2.36 1.03 -5.10
H -2.64 2.71 -3.33
H -1.49 2.41 -1.15
S -4.25 5.54 3.09
C -2.95 4.80 2.40
S -1.83 3.82 3.30
C -0.96 3.44 1.84
N -1.46 3.98 0.78
N -2.55 4.76 1.10
C -3.22 5.43 0.03
C -3.54 4.71 -1.12
C -4.20 5.34 -2.16
C -4.54 6.68 -2.06
C -4.21 7.39 -0.92
C -3.55 6.77 0.13
S 0.45 2.43 1.96
H -3.28 3.66 -1.17
H -4.46 4.78 -3.05
H -5.06 7.17 -2.87
H -4.46 8.44 -0.84
H -3.29 7.32 1.02
C -4.54 -1.50 1.80
Te -3.17 -0.68 0.37
C -3.76 1.21 1.19
C -5.04 0.96 1.94
C -5.84 2.02 2.35
C -7.01 1.79 3.04
C -7.40 0.49 3.33
C -6.61 -0.58 2.92
C -5.42 -0.35 2.23
H -3.99 -1.92 2.64
H -5.10 -2.30 1.32
H -3.90 1.93 0.38
H -2.97 1.59 1.85
H -5.54 3.04 2.12
H -7.63 2.62 3.35
H -8.32 0.30 3.86
H -6.91 -1.59 3.14
C 2.72 -0.22 2.86
N 1.72 -0.53 3.86
C 2.23 -1.08 5.11
C 0.42 -0.64 3.51
N 0.05 -0.70 2.25
N -0.48 -0.76 4.53
C -1.83 -1.20 4.23
C -0.42 0.18 5.65
H 3.64 0.06 3.36
H 2.41 0.63 2.25
H 2.92 -1.07 2.20
H 3.07 -1.74 4.89
H 1.46 -1.66 5.61
H 2.58 -0.30 5.78
H -0.96 -0.75 2.18
H -1.81 -2.07 3.57
H -2.43 -0.41 3.76
H -2.32 -1.49 5.16
H 0.52 0.72 5.64
H -0.53 -0.34 6.60
H -1.23 0.91 5.56
```

## Properties
- DFT total energy (eV) = -126503.033
- charge = +1
- E_LUMO (Eh) = -0.092
- highest occupied orbital energy (eV) = -9.87
- Kohn-Sham gap (eV) = 7.36
- relative energy (zero: lowest compared OMol25 entry of this formula, charge and spin) (kJ/mol) = 40.05